1.
One molecule with the formula C3H6N2 in a non-equilibrium geometry, computed with ωB97M-V/def2-TZVPD.

HOMO-LUMO gap (eV): 10.2962
Energy relative to the best compared isomer or geometry (same formula, charge and spin) (eV): 3.536
Structure (SMILES): C=NN1CC1
Lowest unoccupied orbital energy (eV): 1.17
Total energy (eV): -6185.0086
F_max (eV/Å): 5.47

```
! wB97M-V def2-TZVPD RIJCOSX def2/J DEFGRID3
* xyz 0 1
C 1.9950 0.0342 -0.0531
N 1.0840 -0.7916 -0.2358
N -0.1736 -0.3449 -0.6755
C -1.3470 -0.6787 0.1078
C -0.9068 0.6818 -0.0707
H 1.8864 1.1829 -0.1124
H 2.9992 -0.2627 0.3910
H -1.1341 -1.1179 1.1149
H -2.2686 -1.1664 -0.3749
H -1.6238 1.2800 -0.7997
H -0.5107 1.1832 0.7085
*
```

***

2.
One molecule with the formula C18H19N3O2S, computed with ωB97M-V/def2-TZVPD.

HOMO-LUMO gap (eV): 8.7036
Energy relative to the best compared isomer or geometry (same formula, charge and spin) (eV): 0.063
Structure (SMILES): Cc1ccc(CNC(=O)Nc2ccc3c(c2)N(C)C(=O)CS3)cc1
Lowest unoccupied orbital energy (eV): 0.55
Total energy (eV): -38376.7673
F_max (eV/Å): 0.60

```
! wB97M-V def2-TZVPD RIJCOSX def2/J DEFGRID3
* xyz 0 1
C -1.1209 4.9121 -3.8625
C -0.8954 4.2492 -2.5380
C -1.9732 3.9166 -1.7239
C -1.7749 3.3253 -0.4917
C -0.4887 3.0508 -0.0410
C -0.2900 2.3611 1.2830
N -0.6197 0.9473 1.1997
C -1.8519 0.5075 1.5785
O -2.6780 1.1922 2.1426
N -2.1341 -0.8161 1.2853
C -1.3093 -1.8575 0.8755
C -1.8576 -2.8944 0.1188
C -1.0696 -3.9584 -0.2631
C 0.2749 -4.0045 0.0754
C 0.8488 -2.9679 0.8206
C 0.0351 -1.9170 1.2347
N 2.2199 -2.9368 1.1043
C 2.8600 -1.6505 1.3009
C 3.0137 -4.0446 1.1804
O 4.2129 -3.9753 1.3430
C 2.2957 -5.3705 1.0748
S 1.2559 -5.3883 -0.4106
C 0.5888 3.3740 -0.8525
C 0.3866 3.9706 -2.0849
H -1.9628 4.4590 -4.3821
H -0.2369 4.8390 -4.4913
H -1.3489 5.9682 -3.7160
H -2.9778 4.1277 -2.0614
H -2.6177 3.0717 0.1344
H 0.7492 2.4523 1.6136
H -0.9520 2.7868 2.0405
H -0.1463 0.4290 0.4747
H -3.1124 -1.0418 1.4008
H -2.9009 -2.8653 -0.1549
H -1.4850 -4.7690 -0.8404
H 0.4381 -1.1536 1.8780
H 2.6679 -1.2606 2.3023
H 2.5081 -0.9402 0.5536
H 3.9328 -1.8022 1.1879
H 3.0268 -6.1713 0.9866
H 1.6560 -5.5410 1.9439
H 1.5955 3.1656 -0.5170
H 1.2376 4.2211 -2.7023
*
```

***

What did the first record say?
One molecule with the formula C3H6N2 in a non-equilibrium geometry, computed with ωB97M-V/def2-TZVPD.

HOMO-LUMO gap (eV): 10.2962
Energy relative to the best compared isomer or geometry (same formula, charge and spin) (eV): 3.536
Structure (SMILES): C=NN1CC1
Lowest unoccupied orbital energy (eV): 1.17
Total energy (eV): -6185.0086
F_max (eV/Å): 5.47

```
! wB97M-V def2-TZVPD RIJCOSX def2/J DEFGRID3
* xyz 0 1
C 1.9950 0.0342 -0.0531
N 1.0840 -0.7916 -0.2358
N -0.1736 -0.3449 -0.6755
C -1.3470 -0.6787 0.1078
C -0.9068 0.6818 -0.0707
H 1.8864 1.1829 -0.1124
H 2.9992 -0.2627 0.3910
H -1.1341 -1.1179 1.1149
H -2.2686 -1.1664 -0.3749
H -1.6238 1.2800 -0.7997
H -0.5107 1.1832 0.7085
*
```